{
  "formula": "C5H7FS",
  "method": "ωB97M-V/def2-TZVPD",
  "species": ["C", "C", "H", "C", "H", "H", "C", "H", "F", "H", "C", "H", "S", "H"],
  "xyz": [[0.95152, 0.59054, 1.12623], [0.36130, 0.58942, -0.33744], [-0.21783, -0.98069, -1.86820], [-0.63616, -1.06597, 0.11638], [2.19958, 0.92221, 1.00066], [-1.75924, 0.73707, 0.55548], [-1.11426, 0.38665, -0.26492], [1.26760, -1.36520, -0.81444], [0.67093, 1.83458, -0.93279], [-1.37182, -1.98771, 0.10587], [0.43548, -0.75723, -0.96498], [0.68146, 1.46179, 1.72911], [0.16381, -0.97154, 1.84101], [-1.63239, 0.60607, -1.29199]],
  "forces_ev_per_angstrom": [[2.8, 1.0, -1.1], [-0.4, 3.4, 1.1], [1.6, 0.8, 0.5], [-2.1, -1.5, 0.1], [-3.2, -2.2, 0.5], [0.5, 0.8, -0.4], [-2.9, -0.4, 1.0], [1.8, -0.8, -0.5], [0.6, -1.1, -0.2], [1.7, 1.9, -0.3], [-1.4, -2.1, -0.1], [-0.7, -0.2, -0.4], [0.5, 1.2, -2.2], [1.0, -1.0, 1.9]],
  "e_tot_ha": -692.6642,
  "de_lowest_kj_mol": 220.5,
  "homo_energy_ev": -8.9,
  "max_force_ev_per_a": 3.9
}